Record 1
The following is a DFT calculation (wB97M-V/def2-TZVPD) of a molecular structure, C33H57N4OP2SSn in a non-equilibrium geometry.

XYZ file:
```
99
Properties=species:S:1:pos:R:3:forces:R:3:lowdin_charge:R:1
C 2.273 -1.638 -0.739 -0.23 0.15 0.42 -0.283
C 0.726 -0.782 -2.308 0.84 0.09 -0.06 -0.286
C 2.986 -2.293 -1.738 0.00 -0.04 -0.49 0.034
C 1.524 -1.323 -3.359 -0.71 0.12 0.20 0.039
C 2.651 -2.067 -3.074 0.39 -0.04 0.27 0.020
H 3.799 -2.953 -1.447 -0.11 0.08 -0.18 0.142
H 1.175 -1.175 -4.380 0.15 -0.20 0.17 0.137
H 3.255 -2.495 -3.871 -0.16 0.06 0.13 0.141
N 1.278 -0.779 -1.034 -0.56 -0.78 -0.08 -0.055
P 2.157 -0.702 1.950 0.44 -0.45 0.19 1.032
P -1.982 0.500 -2.014 -1.18 0.59 -1.78 1.233
C 2.574 -2.002 0.715 0.13 -0.17 -0.16 -0.239
H 2.023 -2.923 0.974 0.06 0.34 -0.33 0.098
H 3.639 -2.267 0.806 -0.37 0.11 -0.03 0.092
C -2.064 2.441 2.410 -2.53 -1.11 0.50 0.042
O -3.090 1.974 2.589 2.32 1.03 -0.43 0.096
C -0.588 -0.353 -2.651 2.05 1.50 -1.13 -0.206
H -0.646 -0.264 -3.752 -0.25 -0.49 0.48 0.098
C -3.347 -0.430 -3.085 0.00 0.09 0.51 -0.609
C -2.068 2.401 -2.467 0.15 0.80 0.72 -0.626
C 1.217 -1.456 3.440 0.18 -0.02 0.01 -0.662
C 3.851 0.040 2.297 0.03 0.17 0.27 -0.674
C -4.455 -0.643 -2.046 -0.20 -0.05 0.08 -0.083
H -4.904 0.306 -1.722 0.08 -0.22 -0.10 0.092
H -5.253 -1.268 -2.469 0.15 0.14 0.08 0.115
H -4.058 -1.143 -1.155 -0.21 0.15 -0.22 0.036
C -3.887 0.297 -4.317 -0.05 0.33 -0.22 -0.067
H -4.312 1.284 -4.120 0.10 -0.33 -0.14 0.071
H -3.128 0.382 -5.106 -0.21 -0.04 0.18 0.091
H -4.701 -0.323 -4.727 0.22 0.09 0.17 0.119
C -2.795 -1.764 -3.590 0.20 -0.03 0.10 -0.094
H -3.630 -2.386 -3.945 0.20 0.19 0.14 0.118
H -2.104 -1.638 -4.431 -0.20 -0.02 0.13 0.095
H -2.267 -2.307 -2.802 -0.06 -0.06 -0.28 0.036
C -3.494 2.889 -2.147 -0.23 -0.42 0.14 -0.068
H -3.703 2.790 -1.073 0.05 0.10 -0.22 0.092
H -3.575 3.953 -2.414 0.14 -0.30 0.05 0.117
H -4.282 2.353 -2.686 0.24 0.27 0.18 0.060
C -1.108 3.186 -1.566 0.27 -0.12 0.10 -0.147
H -1.325 3.033 -0.501 -0.03 0.02 -0.16 0.040
H -0.059 2.919 -1.739 -0.32 0.08 -0.05 0.014
H -1.212 4.264 -1.772 -0.06 -0.36 -0.03 0.115
C -1.659 2.641 -3.919 0.04 -0.47 -0.47 -0.056
H -2.341 2.190 -4.646 0.20 0.20 0.21 0.067
H -1.659 3.727 -4.105 -0.01 -0.27 0.19 0.118
H -0.646 2.268 -4.115 -0.15 0.16 0.02 0.093
C 3.645 1.304 3.145 0.07 0.09 0.13 -0.069
H 4.633 1.727 3.381 -0.30 -0.07 -0.01 0.111
H 3.073 2.063 2.594 0.13 -0.14 0.09 0.058
H 3.130 1.099 4.094 0.19 0.07 -0.24 0.078
C 4.526 0.423 0.970 -0.25 0.09 -0.23 -0.091
H 4.737 -0.449 0.339 0.06 0.19 0.14 0.083
H 3.919 1.141 0.402 0.31 -0.28 0.15 -0.004
H 5.488 0.906 1.203 -0.28 -0.19 -0.04 0.112
C 4.759 -0.974 3.018 0.07 0.03 0.26 -0.065
H 5.793 -0.602 2.966 -0.27 -0.10 -0.03 0.110
H 4.509 -1.083 4.078 0.12 0.03 -0.34 0.072
H 4.746 -1.966 2.547 0.06 0.18 0.13 0.087
C 0.645 -2.822 3.032 -0.01 0.00 -0.03 -0.093
H 1.434 -3.576 2.899 -0.21 0.18 0.03 0.100
H -0.014 -3.181 3.837 0.18 0.13 -0.22 0.114
H 0.046 -2.761 2.113 0.13 0.01 0.17 0.044
C 0.059 -0.510 3.820 0.11 -0.01 -0.10 -0.112
H -0.651 -0.364 2.991 0.08 -0.09 0.19 0.021
H -0.496 -0.964 4.655 0.16 0.19 -0.22 0.109
H 0.423 0.474 4.147 -0.07 -0.18 -0.05 0.091
C 2.118 -1.645 4.665 0.02 -0.14 0.23 -0.077
H 2.926 -2.362 4.476 -0.24 0.21 0.08 0.089
H 2.538 -0.699 5.032 -0.09 -0.31 -0.10 0.080
H 1.501 -2.060 5.476 0.14 0.12 -0.21 0.111
Sn 0.395 0.538 0.523 -0.24 1.51 0.18 0.899
N -1.250 -1.245 -0.014 -1.99 -3.15 -2.29 0.045
C -1.851 -2.105 -0.567 0.86 0.47 4.49 -0.080
C -2.643 -3.417 -0.223 -0.63 -0.52 -0.93 -0.550
C -3.060 -4.187 -1.466 -0.17 -0.18 -0.35 -0.052
C -1.748 -4.323 0.621 0.75 0.18 0.29 -0.039
C -3.884 -3.049 0.598 -0.13 0.67 0.20 -0.027
H -3.787 -3.625 -2.061 0.17 -0.22 0.12 0.074
H -2.184 -4.428 -2.080 -0.23 -0.04 -0.01 0.104
H -3.539 -5.131 -1.174 0.17 0.29 0.01 0.115
H -1.576 -3.889 1.613 -0.01 -0.11 -0.25 0.074
H -2.238 -5.297 0.770 0.04 0.40 -0.19 0.116
H -0.785 -4.498 0.124 -0.16 -0.05 0.17 0.100
H -4.327 -3.956 1.033 0.26 0.16 -0.24 0.118
H -3.616 -2.373 1.421 -0.14 -0.19 -0.14 0.100
H -4.651 -2.566 -0.018 0.13 -0.19 0.24 0.078
C 3.574 5.165 0.344 0.40 0.14 -0.17 -0.010
N 2.372 4.885 1.119 -0.30 -0.72 -0.09 -0.115
C 1.841 5.684 2.116 -0.41 -0.31 -0.02 -0.001
C 0.716 5.068 2.564 0.54 0.30 -0.15 -0.032
N 0.588 3.900 1.841 0.16 -0.61 -0.45 0.069
C 1.611 3.773 0.951 -0.23 1.19 0.84 -0.696
S 1.994 2.569 -0.196 0.28 -0.36 -0.26 0.618
H 4.344 4.404 0.530 -0.27 0.21 0.03 0.100
H 3.344 5.171 -0.728 0.01 0.06 0.32 0.099
H 3.950 6.145 0.650 -0.05 -0.21 -0.12 0.109
H 2.314 6.608 2.400 -0.09 -0.02 0.02 0.142
H 0.010 5.356 3.324 0.01 0.00 0.00 0.133
H -0.187 3.240 1.953 0.43 0.40 -0.10 0.014
```
Forces are in eV/Å.

Its HOMO energy (alpha / beta) is -15.5693 / -15.5754 eV. The multiplicity is 1. The net charge is +3. For the HOMO-LUMO gap (alpha / beta), the calculation gives 0.181 / 0.191 hartree.

---

Record 2
The following is a DFT calculation (wB97M-V/def2-TZVPD) of a molecular structure, C29H32N2O6PdTe2 in a non-equilibrium geometry.

XYZ file:
```
72
Properties=species:S:1:pos:R:3:forces:R:3:lowdin_charge:R:1
Pd -0.213 0.799 0.155 -0.63 -1.43 0.71 0.692
O 1.042 -1.611 0.389 0.34 -0.16 -0.07 -0.209
C 0.205 -2.580 0.972 -0.27 -0.23 0.22 -0.236
C -0.564 -1.873 2.086 0.49 -0.13 -0.40 -0.153
N -1.373 -0.772 1.560 -0.08 -0.03 0.15 -0.209
C -1.706 0.138 2.652 0.32 0.41 0.47 -0.106
C -0.416 0.875 3.131 -1.18 -0.67 0.37 -0.689
O -0.156 0.887 4.322 0.10 0.10 0.39 0.026
O 0.252 1.420 2.204 0.65 0.45 -1.11 -0.186
C -2.592 -1.232 0.898 -0.31 0.42 -0.60 -0.092
C -3.030 -0.213 -0.208 -0.44 -0.81 0.88 -0.685
O -4.225 -0.005 -0.360 -0.33 -0.06 -0.02 0.017
O -2.088 0.290 -0.876 0.93 0.55 -0.58 -0.105
H 1.441 -1.924 -0.433 -0.10 -0.05 0.13 0.059
H 0.802 -3.397 1.404 -0.16 0.04 0.00 0.120
H -0.480 -3.009 0.228 0.04 0.02 0.06 0.108
H 0.180 -1.444 2.764 -0.11 -0.09 0.03 0.131
H -1.183 -2.592 2.645 0.05 0.10 -0.06 0.136
H -2.170 -0.393 3.498 0.11 0.07 -0.15 0.129
H -2.411 0.893 2.287 0.03 -0.10 -0.03 0.122
H -3.419 -1.373 1.607 0.16 0.02 -0.02 0.125
H -2.418 -2.184 0.390 0.07 0.06 0.02 0.117
C 1.917 9.671 -0.135 0.01 -0.08 -0.04 -0.061
C 1.607 8.210 -0.306 0.04 0.03 -0.05 -0.281
C 0.672 7.579 0.499 0.06 -0.03 -0.07 -0.023
C 0.390 6.225 0.358 -0.05 -0.13 0.07 -0.294
C -0.616 5.589 1.265 -0.02 -0.03 0.03 -0.056
C 1.043 5.496 -0.628 0.11 -0.23 0.00 -0.216
Te 0.590 3.175 -0.977 -0.60 1.94 -0.80 1.385
N 0.435 1.290 -1.920 0.24 0.38 1.67 -0.420
C 0.425 1.152 -3.230 -0.11 0.42 -0.69 -0.630
O 0.530 2.107 -4.007 0.10 -0.34 -0.58 -0.011
C 0.361 -0.275 -3.698 -0.02 -0.22 -0.22 -0.128
C 0.480 -0.598 -5.045 -0.01 0.20 0.16 -0.020
C 0.515 -1.923 -5.446 0.01 -0.07 -0.10 -0.093
C 0.454 -2.936 -4.506 0.02 -0.10 -0.04 -0.104
C 0.304 -2.622 -3.163 -0.03 -0.17 0.00 -0.086
C 0.236 -1.301 -2.765 -0.12 0.14 0.21 -0.046
C -1.349 3.784 -1.688 0.25 -0.21 0.10 -0.346
C -1.341 4.332 -2.962 0.20 0.06 -0.16 -0.129
C -2.523 4.704 -3.572 0.04 0.05 -0.09 -0.088
C -3.720 4.546 -2.893 -0.10 0.10 0.04 -0.088
C -3.720 4.035 -1.611 -0.01 -0.04 -0.05 -0.044
C -2.540 3.625 -0.995 0.06 0.04 0.31 -0.299
C -2.625 3.040 0.382 0.09 -0.24 0.14 -0.090
C 1.997 6.102 -1.436 0.02 -0.07 -0.07 -0.311
C 2.773 5.334 -2.464 -0.06 -0.17 -0.03 -0.078
C 2.267 7.457 -1.266 -0.13 -0.04 0.11 -0.028
H 1.294 10.111 0.642 -0.01 0.07 0.03 0.068
H 1.745 10.213 -1.065 0.00 0.08 -0.01 0.076
H 2.962 9.807 0.141 0.04 0.08 0.02 0.076
H 0.152 8.144 1.262 -0.03 0.07 0.08 0.110
H -0.695 6.138 2.201 -0.02 0.01 0.08 0.080
H -0.334 4.560 1.489 -0.12 -0.03 0.08 0.057
H -1.595 5.590 0.787 -0.09 -0.10 0.01 0.078
H 0.548 0.199 -5.768 0.02 0.17 -0.05 0.111
H 0.591 -2.170 -6.497 0.05 0.02 -0.04 0.096
H 0.517 -3.970 -4.819 -0.04 -0.06 -0.01 0.094
H 0.233 -3.420 -2.435 -0.05 -0.02 0.07 0.095
H 0.055 -1.029 -1.728 0.07 -0.15 -0.29 0.063
H -0.397 4.435 -3.482 -0.06 0.01 -0.10 0.088
H -2.510 5.106 -4.575 0.01 0.03 -0.08 0.097
H -4.656 4.827 -3.359 -0.02 0.02 -0.02 0.096
H -4.649 3.924 -1.070 -0.11 -0.06 0.03 0.115
H -3.293 2.180 0.340 0.01 -0.02 0.09 0.063
H -3.046 3.751 1.094 0.06 0.07 0.02 0.088
H -1.637 2.709 0.746 -0.53 0.23 0.01 0.012
H 2.283 4.381 -2.683 0.20 0.16 -0.18 0.016
H 3.773 5.119 -2.087 0.10 -0.07 -0.04 0.085
H 2.871 5.907 -3.383 0.04 0.00 -0.10 0.078
H 3.017 7.924 -1.894 0.06 0.07 -0.07 0.116
Te 2.570 1.131 -0.135 0.69 -0.24 0.23 0.612
```
Forces are in eV/Å.

Its HOMO energy (alpha / beta) is -4.5830 / -5.1507 eV. The multiplicity is 6. The calculation puts the energy above the lowest of the compared OMol25 structures with the same formula, charge and spin at 37.2 kcal per mole. The net charge is -1. For the HOMO-LUMO gap (alpha / beta), the calculation gives 0.253 / 0.210 hartree.

---

Record 3
The following is a DFT calculation (wB97M-V/def2-TZVPD) of C26H33N3O4 in the gas phase.

XYZ file:
```
66
Properties=species:S:1:pos:R:3:forces:R:3:lowdin_charge:R:1
C 0.793 0.763 2.394 -0.16 -0.28 0.10 -0.029
N 0.457 2.009 1.742 0.25 0.11 0.04 -0.077
C 1.517 2.972 1.520 0.20 0.44 -0.27 -0.117
C 2.416 2.704 0.302 -0.25 -0.20 0.20 -0.290
C 1.610 2.458 -0.974 0.40 0.09 -0.12 -0.124
C 2.572 2.288 -2.150 -0.37 0.18 -0.03 -0.198
O 3.499 1.245 -1.942 0.01 -0.16 -0.10 -0.153
C 4.265 1.445 -0.778 0.11 -0.15 0.36 -0.213
C 3.386 1.533 0.472 0.12 0.29 -0.37 -0.135
C -0.785 2.323 1.312 -0.04 -0.24 0.29 -0.455
O -1.031 3.381 0.756 -0.25 0.21 -0.25 0.051
C -1.902 1.319 1.581 -0.08 0.15 -0.45 -0.026
C -2.730 1.205 0.305 0.04 0.17 0.33 -0.206
C -1.914 0.534 -0.793 -0.16 0.12 -0.25 -0.426
O -0.761 0.162 -0.685 0.35 0.00 0.11 0.066
N -2.643 0.349 -1.910 0.07 0.01 -0.46 0.085
C -3.972 0.888 -2.036 -0.18 0.27 0.14 -0.147
C -4.803 0.644 -0.749 -0.30 0.19 -0.13 -0.153
N -4.009 0.518 0.460 0.10 0.02 0.06 -0.105
C -3.966 -0.805 1.076 -0.04 0.01 0.12 -0.120
C -2.991 -1.788 0.470 0.00 -0.25 0.06 -0.202
C -3.202 -2.331 -0.793 -0.04 -0.12 0.08 -0.056
C -2.231 -3.115 -1.390 -0.12 0.06 -0.04 -0.062
C -1.033 -3.364 -0.748 0.25 -0.05 0.28 -0.004
C -0.832 -2.863 0.532 -0.46 -0.01 -0.24 -0.258
O 0.305 -3.128 1.251 0.06 -0.07 0.14 0.033
C 1.520 -2.992 0.618 0.44 0.09 -0.12 -0.260
C 2.564 -3.801 1.053 -0.34 0.03 0.06 -0.010
C 3.820 -3.657 0.493 0.04 0.01 -0.01 -0.087
C 4.040 -2.715 -0.498 0.14 0.01 -0.06 -0.094
C 3.001 -1.904 -0.923 0.08 -0.08 0.00 -0.073
C 1.741 -2.034 -0.366 -0.25 -0.01 0.15 -0.017
C -1.822 -2.106 1.143 0.20 -0.20 -0.05 0.033
H 0.172 0.604 3.279 0.06 -0.07 -0.01 0.098
H 1.830 0.807 2.717 -0.02 0.00 0.00 0.090
H 0.679 -0.083 1.713 0.04 -0.08 0.03 0.081
H 2.134 3.028 2.423 -0.04 0.00 0.00 0.128
H 1.022 3.935 1.369 0.15 -0.10 0.11 0.124
H 3.014 3.616 0.166 0.00 -0.01 0.02 0.146
H 0.935 3.292 -1.167 -0.08 0.02 -0.04 0.125
H 1.013 1.552 -0.862 -0.04 0.03 -0.01 0.099
H 2.031 2.022 -3.061 0.03 0.10 0.03 0.124
H 3.115 3.232 -2.322 -0.04 -0.07 -0.03 0.125
H 4.943 0.591 -0.717 0.03 0.10 0.02 0.118
H 4.861 2.367 -0.878 -0.01 -0.08 0.01 0.126
H 4.020 1.669 1.351 0.03 -0.04 0.08 0.122
H 2.836 0.597 0.565 -0.01 -0.10 0.08 0.100
H -1.509 0.348 1.852 -0.01 -0.02 0.10 0.072
H -2.529 1.710 2.384 0.01 -0.01 0.02 0.145
H -2.960 2.228 -0.023 0.11 -0.12 0.04 0.159
H -2.206 -0.108 -2.696 0.06 -0.01 0.16 0.155
H -3.913 1.969 -2.221 -0.11 -0.14 -0.05 0.118
H -4.462 0.426 -2.894 0.03 0.07 0.03 0.120
H -5.421 -0.247 -0.866 0.01 0.04 0.02 0.107
H -5.479 1.500 -0.620 -0.03 -0.12 -0.18 0.119
H -4.983 -1.205 1.034 0.07 0.04 0.08 0.128
H -3.716 -0.655 2.130 -0.05 -0.15 -0.01 0.120
H -4.124 -2.135 -1.320 -0.10 0.04 -0.06 0.109
H -2.403 -3.527 -2.374 -0.01 -0.05 -0.08 0.107
H -0.258 -3.946 -1.225 0.05 -0.06 -0.03 0.126
H 2.375 -4.529 1.827 -0.03 -0.08 0.08 0.116
H 4.628 -4.289 0.832 0.05 -0.05 0.03 0.102
H 5.022 -2.610 -0.935 0.09 0.01 -0.04 0.100
H 3.168 -1.152 -1.679 0.00 0.09 -0.07 0.097
H 0.934 -1.388 -0.681 -0.09 0.08 -0.05 0.097
H -1.650 -1.760 2.152 0.05 0.11 0.10 0.126
```
Forces are in eV/Å.

Its HOMO energy is -8.2494 eV. The SMILES is CN(CC1CCOCC1)C(=O)C[C@H]1C(=O)NCCN1Cc1cccc(Oc2ccccc2)c1. The multiplicity is 1. The calculation puts the energy above the lowest of the compared OMol25 structures with the same formula, charge and spin at 28.8 kcal per mole. The net charge is 0. For the HOMO-LUMO gap, the calculation gives 0.328 hartree.